1.
Molecular formula: C12H20AlCl2N2
Method: DFT, ωB97M-V/def2-TZVPD

Properties
Kohn-Sham gap (spin up / spin down)	4.94 / 4.94	eV
E_LUMO (spin up / spin down)	0.1098 / 0.1098	Ha
net charge	-1
relative energy (zero: lowest compared OMol25 entry of this formula, charge and spin)	7.21	kJ/mol

Each line ends with the Löwdin charge.
Positions of all 37 atoms, in Å:
Al  1.18901  0.14351  -0.40018  -0.51
Cl  -0.14376  -1.78743  -0.69322  0.28
Cl  1.65887  2.28089  0.55333  0.12
C  2.87751  -0.66695  -0.58981  -0.29
H  3.62279  0.14940  -0.87039  -0.10
H  2.76016  -1.27427  -1.57536  -0.08
C  -0.64729  1.42463  -1.39278  -0.18
C  0.45945  1.11178  -2.04608  -0.23
H  -0.68415  2.15401  -0.60372  0.08
C  0.49522  -0.01353  -3.09793  -0.24
H  1.43245  1.51363  -1.82510  0.06
C  -0.75448  -0.00006  -3.92242  -0.22
H  1.45295  0.00670  -3.64633  0.12
H  0.52639  -0.99993  -2.57027  0.01
C  -1.97650  -0.10032  -3.03191  -0.19
H  -0.77446  0.95770  -4.42754  0.11
H  -0.73500  -0.81273  -4.63251  0.11
C  -1.95594  0.95331  -1.82605  -0.18
H  -2.88600  0.09074  -3.63219  0.10
H  -2.08292  -1.12035  -2.59885  0.08
H  -2.54691  1.83106  -2.19764  0.12
H  -2.56798  0.51001  -1.02325  0.09
C  1.73892  -0.58474  4.90926  -0.03
C  0.91759  -0.44373  3.69529  -0.30
C  -0.45541  -0.60587  3.49039  0.01
C  -0.70034  -0.37377  2.12472  -0.33
N  0.48207  -0.10995  1.53235  -0.05
N  1.42683  -0.11913  2.50298  0.07
C  -2.02743  -0.38658  1.50713  -0.07
H  1.42903  0.15034  5.66560  0.08
H  1.60095  -1.58440  5.34428  0.08
H  2.80766  -0.43904  4.68865  0.08
H  -1.18444  -0.84284  4.22666  0.10
H  2.38460  0.18706  2.29067  0.14
H  -2.55700  -1.29758  1.78759  0.09
H  -2.61146  0.46656  1.86034  0.09
H  -1.97097  -0.36812  0.42426  -0.01

---

2.
Molecular formula: C12H20AuN2O4
Method: DFT, ωB97M-V/def2-TZVPD

Properties
Kohn-Sham gap (spin up / spin down)	8.91 / 4.73	eV
E_LUMO (spin up / spin down)	-0.3896 / -0.5353	Ha
net charge	+3
multiplicity	3

Each line ends with the Mulliken spin population.
Positions of all 39 atoms, in Å:
Au  -0.17752  -0.22344  -0.78632  0.49
C  1.84488  -2.85334  -1.62312  0.00
O  1.19328  -2.16794  -0.57622  0.10
C  1.03388  -2.86854  0.63298  0.02
C  0.78058  -1.85354  1.75398  0.00
O  -0.28142  -0.94944  1.48728  0.24
C  -1.60842  -1.35874  1.78798  -0.01
C  -2.16692  -2.40244  0.81578  0.01
O  -1.92782  -1.98964  -0.50612  0.03
C  -2.50502  -2.77814  -1.52132  0.00
H  2.85338  -3.16104  -1.31642  0.01
H  1.91288  -2.17714  -2.47162  0.00
H  1.30778  -3.76804  -1.90852  0.00
H  1.92508  -3.46724  0.85628  0.00
H  0.19238  -3.57994  0.56538  0.00
H  1.66138  -1.20804  1.84128  0.00
H  0.61728  -2.37514  2.70178  0.01
H  -2.20552  -0.44324  1.71768  0.00
H  -1.66622  -1.73964  2.81558  0.02
H  -3.24692  -2.53424  0.98818  0.00
H  -1.71602  -3.39984  0.99468  0.00
H  -3.59712  -2.81684  -1.40822  0.00
H  -2.15272  -3.81954  -1.47752  0.00
H  -2.24682  -2.33114  -2.47922  0.00
N  2.88108  4.03596  1.36458  0.04
C  1.95718  4.72226  0.72378  0.04
O  1.85088  5.92206  0.68618  0.88
C  0.86328  3.94536  -0.07142  0.04
C  -0.16472  4.66856  -0.66972  -0.02
C  -1.13792  3.99926  -1.39712  0.00
C  -1.06872  2.61566  -1.46592  0.00
N  -0.10272  1.93096  -0.86222  0.06
C  0.86278  2.56036  -0.19252  0.02
H  3.59798  4.56256  1.86018  0.00
H  2.96518  3.03286  1.38768  0.00
H  -0.20872  5.74676  -0.57312  0.00
H  -1.94022  4.53646  -1.88532  0.00
H  -1.80422  2.05466  -2.02692  0.00
H  1.62448  1.93246  0.23758  0.00

---

3.
Molecular formula: C12H20Cl2O4V
Method: DFT, ωB97M-V/def2-TZVPD

Properties
Kohn-Sham gap (spin up / spin down)	4.74 / 4.27	eV
E_LUMO (spin up / spin down)	0.1875 / 0.1877	Ha
net charge	-2
multiplicity	2
relative energy (zero: lowest compared OMol25 entry of this formula, charge and spin)	126.35	kJ/mol

Each line ends with the Mulliken spin population.
Positions of all 39 atoms, in Å:
C  1.08279  1.23365  -1.42987  0.03
C  -0.06590  0.58863  -2.03514  -0.01
C  -0.10205  -0.77900  -1.55340  -0.02
C  -1.08579  1.23955  -2.88511  0.00
C  1.00235  -0.96227  -0.64109  0.08
C  1.73611  0.26594  -0.58180  0.07
C  3.09659  0.41175  0.01541  -0.01
C  1.53480  2.64288  -1.58205  -0.01
C  -1.06565  -1.85515  -1.89755  -0.01
C  1.46355  -2.26431  -0.08664  -0.01
V  -0.24222  0.56468  -0.00454  0.86
Cl  -2.58302  0.23529  0.08014  0.01
Cl  -0.45564  2.85452  0.70680  0.01
O  -0.21839  -1.64585  2.36339  0.00
H  -0.97389  2.32799  -2.84679  0.00
H  -2.08315  0.98882  -2.50984  0.00
H  -1.02304  0.91205  -3.93123  0.00
H  -2.08509  -1.47007  -1.89427  0.00
H  -0.98995  -2.65478  -1.16141  0.00
H  -0.87488  -2.30368  -2.87493  0.00
H  0.61697  -2.84789  0.28025  -0.01
H  2.16278  -2.09629  0.73536  0.00
H  1.97990  -2.86639  -0.84835  0.01
H  3.25937  -0.32325  0.81424  0.00
H  3.25871  1.42593  0.40321  0.00
H  3.86283  0.22767  -0.75580  0.01
H  0.68081  3.32019  -1.61186  0.00
H  2.13069  2.80055  -2.48540  0.00
H  2.14331  2.93141  -0.72136  0.00
H  0.53473  -0.13936  2.92167  0.00
O  0.91530  0.79156  2.74013  0.01
H  1.86560  0.64844  2.58694  0.00
C  -3.18716  -0.02320  3.17436  0.00
O  -1.83164  -0.41329  3.19825  0.00
C  -1.49282  -1.60928  2.54371  -0.01
O  -2.35806  -2.45246  2.26617  0.00
H  -3.21253  1.03317  2.89280  0.00
H  -3.63058  -0.14317  4.17014  0.00
H  -3.76571  -0.59496  2.44544  0.00

---

4.
Molecular formula: C12H20Cl3GeN9O2Sc
Method: DFT, ωB97M-V/def2-TZVPD

Properties
Kohn-Sham gap	8.08	eV
E_LUMO	-0.1685	Ha
net charge	+1
relative energy (zero: lowest compared OMol25 entry of this formula, charge and spin)	10.73	kJ/mol

Each line ends with the Löwdin charge.
Positions of all 48 atoms, in Å:
Sc  2.54549  0.05065  -0.55396  0.93
N  4.46152  -1.52346  2.00871  0.19
C  5.06619  -1.20980  0.81014  -0.44
N  6.33918  -1.31699  0.56351  0.09
N  6.46869  -0.88678  -0.72543  -0.01
N  5.34469  -0.54083  -1.21233  -0.08
N  4.38075  -0.74204  -0.24710  -0.14
C  3.13490  -1.39416  2.23468  -0.38
N  2.54849  -1.79677  3.37153  0.11
N  1.27060  -1.55009  3.21627  0.04
N  1.06702  -1.00921  2.05805  -0.22
N  2.24387  -0.87723  1.38098  -0.03
H  5.03246  -1.91468  2.74421  0.17
Cl  2.67761  4.60183  -1.23717  0.79
C  2.51469  2.91064  -1.12470  -1.40
Cl  3.81321  2.01175  -1.97874  0.75
Cl  2.67063  2.33496  0.62350  0.71
C  1.14388  2.32572  -1.62889  -0.72
O  0.29194  3.03309  -2.04712  0.16
O  1.14313  1.01167  -1.47356  -0.22
C  -3.71496  -2.26181  -2.12122  -0.09
C  -2.63305  -2.33918  -1.05239  -0.29
C  -1.30445  -1.76005  -1.53263  -0.27
C  -0.21287  -1.83238  -0.46295  -0.30
Ge  -0.71256  -0.92043  1.19360  1.02
C  -1.28024  0.92037  1.10919  -0.30
C  -2.81688  0.99023  1.06462  -0.29
C  -3.34078  2.42477  1.03027  -0.26
C  -3.06580  3.13719  -0.28909  -0.10
H  -4.65238  -2.68666  -1.76488  0.08
H  -3.41706  -2.81345  -3.01437  0.08
H  -3.90367  -1.22738  -2.41479  0.08
H  -2.48651  -3.37697  -0.73942  0.12
H  -2.97606  -1.79878  -0.16034  0.08
H  -1.44902  -0.71937  -1.83987  0.11
H  -0.97569  -2.30388  -2.42113  0.12
H  0.71466  -1.41606  -0.88506  0.01
H  0.02920  -2.86221  -0.18856  0.09
H  -1.48660  -1.79108  2.17574  0.02
H  -0.83770  1.39903  0.23399  0.05
H  -0.90651  1.42547  2.00329  0.08
H  -3.22674  0.47501  1.93774  0.11
H  -3.18880  0.45938  0.18150  0.10
H  -2.89681  2.98467  1.85905  0.11
H  -4.41621  2.40268  1.21622  0.11
H  -1.99712  3.23243  -0.49597  0.05
H  -3.48491  4.14300  -0.28158  0.08
H  -3.51942  2.59722  -1.12357  0.08

---

5.
Molecular formula: C12H20Cl4IN2O5
Method: DFT, ωB97M-V/def2-TZVPD

Properties
Kohn-Sham gap	9.48	eV
E_LUMO	-0.0988	Ha
net charge	+1

Each line ends with the Löwdin charge.
Positions of all 44 atoms, in Å:
O  3.98457  -1.13353  1.01619  -0.08
C  3.39267  -0.06000  1.73999  -0.21
C  3.54612  1.26002  0.98747  -0.14
O  2.37823  1.71345  0.30203  -0.10
C  1.29284  2.00792  1.09818  -0.21
O  0.17209  1.15631  0.80674  -0.11
C  0.26486  0.39649  -0.37077  -0.11
C  -1.03936  -0.31998  -0.49156  -0.13
N  -1.19558  -1.64895  -0.53811  0.05
C  -0.19098  -2.71098  -0.49630  -0.14
O  -0.10542  -3.27536  0.77583  -0.07
O  0.52496  -2.30659  1.60993  0.01
C  -2.54326  -1.94049  -0.61596  0.03
C  -3.19885  -0.74013  -0.62849  0.01
N  -2.24622  0.24504  -0.55050  0.02
C  -2.49495  1.69821  -0.56352  -0.09
C  -3.73869  2.10653  0.21219  -0.28
C  -3.83880  1.50781  1.61735  -0.66
I  -3.13190  2.82911  3.13568  0.81
H  3.28318  -1.59414  0.55538  0.00
H  3.89734  0.01663  2.69877  0.13
H  2.34730  -0.29754  1.94679  0.11
H  4.28741  1.09496  0.21212  0.13
H  3.93803  2.03732  1.64273  0.13
H  0.97229  3.03674  0.93022  0.14
H  1.50494  1.88046  2.15798  0.14
H  1.05371  -0.34735  -0.32089  0.08
H  0.41106  1.00324  -1.26703  0.15
H  -0.51584  -3.51147  -1.15002  0.15
H  0.77694  -2.33514  -0.80374  0.08
H  -0.20469  -1.95600  2.13888  0.12
H  -2.92183  -2.94223  -0.66648  0.14
H  -4.25116  -0.54129  -0.68021  0.14
H  -2.60987  1.98546  -1.60644  0.14
H  -1.60566  2.17307  -0.17056  0.12
H  -4.63321  1.86907  -0.35786  0.11
H  -3.67809  3.18602  0.30224  0.09
H  -4.87161  1.29632  1.86381  0.04
H  -3.28152  0.58724  1.73490  0.03
C  2.86054  -1.48657  -3.65111  -2.03
Cl  4.25979  -2.06880  -4.52818  0.58
Cl  1.46813  -2.53723  -3.97466  0.53
Cl  3.20858  -1.49559  -1.90875  0.59
Cl  2.47195  0.16195  -4.14427  0.54